Formula: C15H19N3OS
Source: the Open Molecules 2025 dataset
Level of theory: ωB97M-V/def2-TZVPD

XYZ file:
```
39
Properties=species:S:1:pos:R:3:lowdin_charge:R:1
C -0.37624 1.97725 -1.76966 -0.093
C -1.08880 -0.76046 2.01628 -0.042
C -0.58890 -1.67072 -2.30908 -0.010
H -2.72593 0.65081 -2.80998 0.042
C 1.97443 2.53857 1.83929 -0.074
H 2.39923 -2.15078 2.43295 0.129
C 2.96413 1.34415 1.66376 -0.565
C 0.60462 -2.34905 3.01669 -0.048
H 1.05269 2.11690 2.15726 0.064
H 0.98208 0.34511 -1.05095 0.124
H 0.44261 2.79218 -2.09653 0.138
H -0.32592 -3.37313 -0.70804 0.099
S 2.76046 0.14348 0.38527 0.921
H 0.81277 -3.01076 3.72751 0.062
C -0.17025 -0.35388 1.40181 -0.281
N -0.01340 0.91444 -0.79812 -0.018
N -1.72415 -0.93236 -2.12340 -0.153
C -0.70126 -1.88467 2.95083 0.037
C -0.67673 1.01867 -3.26536 -0.129
H 0.00740 -2.01571 -2.98865 0.047
C 1.23771 -0.54350 1.44145 -0.303
H -0.87731 1.92060 -3.87358 0.095
C -0.92352 -2.64573 -1.20239 -0.273
C 1.50248 -1.46825 2.39149 -0.128
N -1.85826 -2.45362 -0.49670 0.066
H -1.26191 2.46752 -1.46773 0.069
H 2.48477 3.12350 2.47500 0.034
H 0.36910 0.53688 -3.48067 0.131
O -1.42923 1.63602 0.46928 -0.063
H -2.14988 -0.44893 1.97368 0.157
H -1.89022 -0.25166 -4.17468 0.201
C -0.50712 0.73088 0.40984 -0.424
H 3.12183 0.84560 2.68225 0.108
C -1.89501 0.22640 -2.92635 -0.183
H -1.48729 -2.16786 3.49704 0.056
C -2.48842 -1.07667 -0.95023 0.068
H 1.80744 3.11486 1.00478 0.050
H 3.92400 1.58854 1.38089 0.009
H -3.28801 -0.47462 -0.82528 0.079
```

E_LUMO   0.42 eV
Multiplicity   1
HOMO level   -7.90 eV
Structure (SMILES)   CCSc1ccccc1C(=O)NCCCn1ccnc1
Gap between HOMO and LUMO   0.3058 hartree

=====

Formula: C35H52AuOP4S
Source: the Open Molecules 2025 dataset
Level of theory: ωB97M-V/def2-TZVPD

XYZ file:
```
94
Properties=species:S:1:pos:R:3:mulliken_spin:R:1
H -5.58023 2.52460 -2.82789 0.000
P 4.28383 -1.46043 2.04736 -0.006
C -5.26720 0.30214 -0.30052 -0.001
H 4.40850 -3.32689 -0.76009 -0.008
H 2.69668 -0.02934 -2.96474 0.001
H -2.75130 -0.50430 -5.59649 -0.001
Au 2.04306 -1.76718 1.39118 0.238
H -4.98073 1.88599 3.24361 0.000
C -1.57590 3.90157 -1.99498 -0.001
H 4.69490 -1.09911 -1.85559 0.001
C 2.29940 -3.48034 -1.28750 -0.008
H -1.78797 -2.40725 1.60786 0.004
H 4.51685 -0.08499 4.03743 0.001
C -4.55264 0.71741 -5.54780 0.001
C 3.25178 -6.68682 -0.48823 0.002
H -3.81617 6.49710 -0.16447 0.000
H -1.08704 -2.50867 4.50218 0.005
H -5.31441 -0.16400 -1.28234 0.000
H -0.89286 -1.34771 0.47334 -0.007
H -4.41173 4.08635 -0.09505 0.000
C 4.71405 -1.13931 3.79268 -0.003
H 2.07263 1.38700 -0.95580 -0.001
P -3.07054 1.69790 -1.29602 0.012
H 0.29232 2.87699 0.55296 0.015
P 1.88467 1.24003 1.43695 0.440
H 5.96562 -3.23873 1.92582 0.000
H 5.78943 -1.34208 3.92171 0.002
C -3.00010 0.46578 -3.72074 -0.011
H 5.24282 0.68064 1.39046 -0.001
H -1.84050 7.25591 -1.45984 0.000
H 5.41842 -0.55430 0.09522 0.004
H -3.38648 2.54593 1.47213 0.000
C -3.76776 1.32569 -2.93716 0.012
H -2.05115 -0.62930 1.62334 -0.002
H -0.93935 3.17458 -2.50236 0.001
H 3.56007 -7.71593 -0.23720 0.000
C -1.26227 5.25707 -2.05429 -0.001
H 2.71768 2.86299 -0.16735 0.020
S 0.17029 -0.89620 -3.47742 0.525
C -5.34157 1.56059 -4.75835 0.000
C -3.38642 0.16366 -5.02276 0.002
C -3.18564 5.78030 -0.68434 0.000
C -0.17127 -2.65065 3.91485 0.016
C 2.79108 2.24834 2.67629 0.079
C 3.99115 -6.07921 -1.42415 0.004
C 2.63760 -1.04742 -2.56726 0.119
H 4.65125 -3.41717 0.74515 -0.008
C -6.15080 -0.08612 0.70549 0.000
C -4.17740 1.82228 1.25953 -0.001
H 3.80683 1.86756 2.83203 -0.004
H 0.77106 0.12744 -4.14001 0.002
H 3.67929 1.34767 -0.20923 -0.002
H 2.26480 2.20566 3.63705 -0.004
H 0.67632 -2.64205 4.61001 0.004
C -5.07880 1.43867 2.25512 0.000
H 3.73224 -5.21355 -2.03540 -0.002
C 0.28265 2.10979 1.33844 0.054
C -2.06817 6.19699 -1.40739 0.000
H 0.29899 -3.54782 -2.16536 -0.001
H -6.91628 -0.83361 0.50044 0.000
C -4.29732 1.28106 -0.03364 0.003
C -4.96395 1.87074 -3.44834 0.000
C 3.54656 -2.84915 -1.26848 0.159
H -4.84693 0.48786 -6.57026 0.000
C -6.07182 0.49634 1.97370 0.001
H -0.94849 0.89848 3.16097 -0.001
O -1.80996 0.91816 -1.01563 0.006
C -0.46693 0.09980 3.73467 0.003
C 5.45046 -0.37645 1.17692 -0.001
H 4.32494 -3.83109 2.42610 0.001
C 3.72543 -1.61436 -1.89536 -0.025
H -0.21606 -3.61840 3.41101 0.000
H 4.90694 -6.59709 -1.74203 0.001
H -2.09436 0.03368 -3.29244 0.003
H 2.84130 3.29319 2.34371 0.021
C -2.71280 3.48436 -1.27405 0.001
H 4.14388 -1.81053 4.44986 -0.001
H 0.05294 2.57385 2.30832 -0.006
H -0.49969 1.38983 1.06627 0.014
H -1.21072 -0.25990 4.45941 0.000
H 2.31653 -6.34491 -0.03135 0.000
H 2.16046 -4.40120 -0.71632 -0.012
C -1.30831 -1.42743 1.48630 0.016
P 0.05541 -1.32372 2.68146 0.053
C -3.52683 4.42688 -0.63087 0.000
C 1.43661 -1.75428 -2.70239 0.081
H -6.78412 0.22603 2.75045 0.000
H -0.38818 5.58156 -2.60979 0.000
C 2.67017 1.76673 -0.11849 0.050
H 6.46575 -0.59599 1.53287 0.000
H -6.25126 1.95970 -5.19837 0.000
C 1.24946 -3.00679 -2.08651 0.112
H 0.37286 0.52307 4.29998 0.000
C 4.88442 -3.15415 1.77184 0.031
```

E_LUMO (spin up / spin down)   -8.88 / -11.99 eV
Multiplicity   3
HOMO level (spin up / spin down)   -15.05 / -15.05 eV
<S²>   2.03
Gap between HOMO and LUMO (spin up / spin down)   0.2269 / 0.1126 hartree
Charge   +3

=====

For each record above, in turn, the calculated energy above the lowest of the compared OMol25 structures with the same formula, charge and spin values are 319.4, 0.0 kcal/mol.